[1]
DFT (ωB97M-V with the def2-TZVPD basis set) results for C31H31N7O4PtS as an isolated structure in a non-equilibrium geometry.

Structure (XYZ):
```
75
Properties=species:S:1:pos:R:3:forces:R:3:mulliken_charge:R:1
N 1.7528 2.5848 -5.1499 0.0 0.0 0.0 -0.3681
C 2.4096 -0.7915 1.4962 0.0 -0.1 0.0 -0.4588
C -3.1738 2.8303 3.6388 0.0 0.0 0.0 -0.5937
H -0.8035 4.2944 -1.5059 -0.1 0.1 0.0 0.7936
O -0.4539 -1.3930 -0.8665 0.9 -0.5 -1.0 -0.4881
H -4.4315 2.6589 1.9115 0.0 0.0 0.0 0.4979
N 0.1020 -0.4576 1.5832 -0.1 0.3 0.1 -0.3362
O 1.1636 1.9706 0.6967 0.0 -0.1 -0.3 -0.8759
H 5.4949 -0.9217 0.3949 0.0 0.0 0.0 0.5240
C 1.0662 -5.8629 0.5703 0.0 0.0 0.0 -0.7817
C 1.3579 -0.7782 -2.9548 0.1 0.0 0.0 -0.3329
H -3.0933 4.0195 -1.1295 0.0 0.0 0.0 0.5849
O -2.0972 -5.5793 -0.5984 0.0 0.0 0.0 -0.6371
S -1.5087 -4.7137 0.3636 0.0 0.0 -0.1 1.2447
C 2.1039 -3.4346 -0.4030 0.0 0.0 0.0 0.4499
C 2.9412 -4.5059 -0.1110 0.0 0.0 0.0 -1.2645
C 1.1878 -0.8657 2.1788 -0.1 0.0 0.0 0.3453
H 1.2701 -1.6872 -2.3904 -0.1 0.0 0.0 0.4736
H 0.3591 3.0276 -1.2224 -0.2 0.1 0.1 -0.9487
C -0.2456 3.9811 0.5625 0.1 0.0 -0.1 -0.9771
H -1.8277 -1.3089 1.5435 0.0 0.1 -0.1 0.2275
Pt 0.4779 0.2166 -0.3290 -0.4 0.3 0.5 2.9000
C -2.1509 2.2483 4.3788 0.0 0.0 0.0 -0.8422
H 0.7238 3.1455 2.3397 0.0 0.0 0.0 0.5819
H 2.0350 2.4947 -6.1124 0.0 0.0 0.0 0.2549
H 1.9847 2.4194 0.4548 0.0 0.0 0.0 0.3096
C -1.9323 0.5143 2.7145 0.1 0.0 0.0 -0.4966
C 1.7296 -0.7939 -4.2905 0.0 0.0 0.0 -0.6587
H 1.0323 2.4611 -2.5888 0.1 -0.2 -0.2 0.1092
C 0.2560 -4.7919 0.2742 0.0 0.0 0.0 -0.3751
H -3.3525 0.5805 1.1130 0.0 0.1 0.0 0.5435
C 3.5118 -0.3659 -0.3755 0.0 0.1 0.0 -0.7405
N 1.8542 0.2981 -5.0200 0.0 0.0 0.0 -0.5803
N -1.5890 -3.1310 -0.1904 0.0 0.0 0.1 -0.6435
C -1.2190 -0.7165 2.2283 0.0 0.0 0.0 -1.1746
C -0.5602 3.4665 -0.8425 0.2 -0.1 0.2 -0.8509
H -0.9901 -1.3490 3.0872 -0.1 -0.1 -0.1 0.9271
C 1.6171 1.4670 -4.4186 0.0 0.0 0.0 0.3606
H 1.6188 3.5039 -4.7707 0.0 0.0 0.0 0.2036
C 2.4350 -5.7030 0.3773 0.0 0.0 0.0 -0.5921
H -2.2650 -0.7586 -1.2350 0.0 -0.1 0.0 0.4346
C -3.5986 2.2366 2.4586 0.0 0.0 0.0 -0.7712
H -1.1171 4.4232 1.0483 0.0 0.0 0.0 0.4652
C 0.7409 -3.5739 -0.1935 0.0 0.0 -0.1 0.6390
C -4.0058 2.1009 -1.4327 0.0 0.0 0.0 -0.6381
C -1.6719 2.4538 -0.9413 0.0 0.0 -0.1 1.2364
H -1.8484 2.6832 5.3221 0.0 0.0 0.0 0.4537
O -1.9354 -4.6954 1.7246 0.0 0.0 0.0 -0.6257
H -4.9986 2.4932 -1.6093 0.0 0.0 0.0 0.4821
H 4.0056 -4.4029 -0.2741 0.0 0.0 0.0 0.4621
C -1.5404 1.0918 3.9209 0.1 0.1 -0.1 -0.0009
C -0.4234 -2.6673 -0.4181 -0.3 0.3 0.5 0.3875
H 1.9266 -1.7415 -4.7771 0.0 0.0 0.0 0.4372
N 1.1019 0.3954 -2.3525 -0.1 0.0 0.0 0.1251
H 3.6694 -0.0762 -1.4021 0.0 0.0 0.0 0.5279
H 0.6517 -6.7956 0.9284 0.0 0.0 0.0 0.4781
H 0.5136 4.7624 0.4842 0.0 0.0 0.0 0.4389
H 2.5359 -2.5292 -0.7961 0.0 0.0 0.0 0.5732
C 4.4365 -0.8145 0.5649 0.1 0.0 0.0 -0.9668
H -0.5945 2.1805 1.6776 -0.1 -0.1 0.1 -0.6831
N 2.2927 -0.3593 0.1978 -0.1 -0.2 -0.2 1.0869
C 0.2282 2.8360 1.4217 0.0 0.1 0.1 0.3281
C 3.7449 -1.0922 1.7465 0.0 0.0 0.0 -0.9573
H 3.1068 -6.5219 0.5957 0.0 0.0 0.0 0.4361
C -2.9498 2.9472 -1.1488 0.0 0.0 -0.1 -0.7652
H 1.1177 -1.2861 3.1768 0.0 0.0 0.0 0.6310
H -4.5113 0.0280 -1.7639 0.0 0.0 0.0 0.5752
H -0.7532 0.6327 4.5099 0.0 0.0 0.0 0.4183
C -3.7445 0.7474 -1.5153 0.0 0.0 0.0 -0.7747
H 4.1585 -1.4530 2.6742 0.0 0.0 0.0 0.5870
N -1.4418 1.1131 -0.9328 0.0 0.0 0.2 0.0695
C -2.9831 1.0781 2.0012 0.0 -0.1 0.1 0.3383
C 1.2295 1.5117 -3.0629 0.0 0.2 0.1 0.2792
C -2.4704 0.2969 -1.2394 0.0 0.0 0.1 -0.4737
H -3.6636 3.7235 4.0035 0.0 0.0 0.0 0.4518
```
Forces are in eV/Å.

Output
energy relative to the best compared isomer or geometry (same formula, charge and spin) = 2.4143 eV
maximum force = 0.0280 hartree/bohr
HOMO-LUMO gap = 7.07 eV
LUMO = -0.2689 hartree
calculated total energy = -65337.04319 eV
charge = +2

***

[2]
DFT (ωB97M-V with the def2-TZVPD basis set) results for C35H48IrN7OPSi2 as an isolated structure in a non-equilibrium geometry.

Structure (XYZ):
```
95
Properties=species:S:1:pos:R:3:forces:R:3:mulliken_charge:R:1
H -6.9544 -0.3838 -0.8857 0.0 0.0 0.0 0.4824
C 3.7747 2.3951 0.9243 0.0 0.3 0.0 -0.8990
H -2.0056 -4.1802 1.0271 0.0 0.0 0.0 0.4854
C -3.9755 -1.1402 3.8389 0.0 0.0 0.0 -0.8587
H -3.4156 -2.2212 5.6048 0.0 0.0 0.0 0.4312
H -0.4002 -0.3256 3.8865 0.0 0.0 0.1 0.1492
C -5.9305 -0.0428 -0.9635 0.0 0.1 0.0 -0.8161
C 2.2139 -0.1153 2.0541 -0.3 -0.3 -0.3 0.6425
H 4.3483 0.3026 4.6510 -0.1 -0.1 0.1 0.3549
C 3.4071 -0.0979 -0.7653 0.0 -0.2 -0.4 -0.9610
C -4.9001 -0.8397 -0.5018 0.0 0.0 0.0 -0.3016
C -3.6997 -0.8936 2.4990 0.0 -0.1 0.0 -0.8696
H 2.8326 -1.8926 -2.6741 0.0 0.0 0.0 0.2050
C -1.7979 -2.3621 2.6377 0.0 0.0 0.0 -0.6674
H 3.1626 2.8260 0.1315 0.0 0.0 0.1 0.2767
H 0.2343 -0.2211 5.5283 0.0 0.0 -0.1 0.6129
C 0.6826 -2.7881 -0.0135 0.3 0.1 0.0 -0.6604
H 3.4335 -1.1954 -0.7578 0.0 0.1 0.0 -0.0365
C 2.0237 -2.3485 -4.4851 0.0 0.1 0.0 0.4554
H -0.8360 0.6986 2.2212 -0.2 0.4 0.3 -0.2195
H 0.8314 2.5096 4.0034 0.1 0.0 0.0 0.3196
C -2.3473 -2.9141 -0.6865 -0.1 0.0 0.0 0.1557
C 1.7524 -1.4380 1.5604 0.0 0.5 0.1 -0.6377
H -5.1151 -1.8028 -0.0527 0.0 0.0 0.0 0.5544
H -1.9354 1.4956 1.0987 0.0 0.3 0.2 1.0666
H 4.8169 2.6505 0.7049 -0.1 0.0 0.0 0.5304
C 2.3213 -2.5856 2.1219 0.1 -0.1 0.1 0.0175
C -3.3111 0.8087 -1.2147 -0.1 0.2 0.0 -0.0304
P -2.2154 -1.2904 0.1335 0.4 -0.7 0.6 2.8186
H 3.8377 -2.8726 -3.6738 0.0 0.0 0.0 0.2340
N 0.8612 -1.7283 -4.3396 -0.2 0.0 0.1 -0.8890
H 3.1338 -3.3785 -5.8731 0.0 0.0 0.0 0.1981
N 2.2633 -2.9256 -5.6602 0.0 0.0 0.0 -0.3714
N -1.9235 1.1390 -1.4045 1.1 -0.4 0.4 -0.5028
C -2.1776 -4.1365 -0.0384 -0.2 -0.1 0.0 -0.1734
H -2.7249 -1.9644 -2.5873 0.0 0.0 0.0 0.3983
C 3.4654 -0.3134 4.8419 0.3 -0.1 0.2 -1.3118
H 3.2364 -0.2385 5.9108 0.1 0.0 -0.1 0.4195
H -6.4548 1.8446 -1.8547 0.0 0.0 0.0 0.4481
H 1.3231 4.1285 -1.3646 0.0 0.0 0.0 0.3036
C 1.8251 2.1203 4.2442 0.0 0.3 0.0 -1.1486
C 1.2541 -3.9367 0.4806 0.0 0.0 -0.1 -1.1629
H 4.2298 0.2623 -1.3933 0.0 -0.1 0.1 0.7228
C -4.3389 1.6347 -1.6512 0.1 0.0 -0.1 -0.6345
C -5.6480 1.2090 -1.5133 -0.1 -0.1 0.0 -0.7150
C -3.1855 -2.0176 4.5665 0.0 0.0 0.0 -0.8687
H 1.5577 -2.8650 -6.3741 0.0 0.0 0.0 0.2549
C 0.0575 2.4148 1.2480 -0.3 0.3 0.1 -0.5503
H -2.8927 -4.0707 -3.8342 0.0 0.0 0.0 0.4814
H 2.5751 2.7364 3.7424 -0.1 0.0 0.1 0.4109
H 1.9719 2.2583 5.3216 0.0 0.0 -0.1 0.4701
C -2.5177 -5.3050 -2.1166 0.0 0.0 0.0 -0.6246
H 2.9918 -2.4687 2.9634 -0.1 0.0 0.0 0.2524
H -2.6003 -6.2345 -2.6664 0.0 0.0 0.0 0.4432
N 0.8921 -1.5636 0.5111 0.1 0.6 0.7 1.4343
H -4.1140 2.5868 -2.1188 0.0 0.0 0.0 0.5044
C -2.0872 -2.6186 3.9677 0.0 0.0 0.0 -1.1126
Si 3.6191 0.5483 0.9692 -0.2 -0.2 0.2 0.2298
C 0.4829 -1.2103 -3.2193 0.1 -0.1 -0.2 0.4932
N 2.9515 -2.4237 -3.5213 0.0 0.0 0.1 -0.3272
C 5.1561 -0.1918 1.6933 0.3 -0.1 0.1 -1.4120
H 3.7302 -1.3535 4.6356 0.0 0.1 0.0 0.4116
H 2.4697 0.2379 -1.2137 0.0 0.0 0.0 0.2294
H -4.8161 -0.6479 4.3103 0.0 0.0 0.0 0.4771
H 2.5427 -4.7128 2.0199 0.0 0.0 0.0 0.4850
C 0.5470 2.7197 -0.1273 0.1 -0.1 -0.1 -0.0681
H 1.0401 -4.8876 0.0110 0.0 0.1 0.0 0.5953
C -2.6282 -1.5331 1.8768 0.1 0.0 0.1 1.0581
C -2.2668 -5.3251 -0.7518 0.0 0.1 0.0 -0.8059
H 0.0298 -2.8233 -0.8675 0.0 0.0 -0.1 0.4385
H 0.9609 2.2020 1.8270 0.0 0.0 0.0 -0.4971
H 3.5167 2.8790 1.8676 0.0 0.0 -0.1 0.1959
H -0.4131 3.2927 1.6971 0.1 0.1 0.0 0.8619
H 5.0749 -1.2780 1.8029 0.0 0.1 0.0 0.3313
H 0.9150 4.6990 0.2193 0.0 0.0 0.0 0.2543
H 5.3776 0.2304 2.6773 0.0 -0.1 -0.1 0.3595
H 6.0124 0.0175 1.0425 -0.1 0.0 0.1 0.4258
C -3.5789 -0.3883 -0.5967 -0.4 -0.2 0.2 -0.6830
C -0.8932 1.2139 1.2651 0.5 -0.8 1.0 -0.7717
N 0.9408 3.9486 -0.4493 -0.2 -0.1 0.0 -0.2085
H 0.5909 -1.6366 4.5332 0.0 0.1 0.0 0.2362
C -2.6813 -4.0925 -2.7726 0.0 0.1 0.0 -0.8241
C 2.0789 -3.8336 1.5886 0.1 -0.1 0.1 -1.2842
H -1.4472 -3.2774 4.5418 0.0 0.0 0.0 0.4920
C -2.5926 -2.9037 -2.0621 0.1 0.0 0.0 -0.2802
H -1.7642 2.1403 -1.4343 0.0 0.0 0.1 0.3425
H -1.5673 0.7569 -2.2776 -0.2 0.2 -0.3 0.3430
C 0.4663 -0.5490 4.5090 -0.2 -0.2 0.2 -0.8836
O 0.6088 1.7923 -0.9703 0.8 0.1 0.3 -1.0467
N 0.0316 -0.7191 -2.2658 0.5 -0.7 0.0 -0.4314
Ir -0.3836 -0.0531 -0.2380 -2.3 0.8 -3.1 2.5431
H -4.3240 -0.1992 1.9538 0.0 0.0 0.0 0.4346
Si 1.9890 0.3007 3.9006 0.0 -0.1 -0.3 -0.0353
H -0.9067 -2.8004 2.1984 -0.1 0.0 0.0 0.2957
H -2.1500 -6.2692 -0.2345 0.0 0.0 0.0 0.5148
```
Forces are in eV/Å.

Output
energy relative to the best compared isomer or geometry (same formula, charge and spin) = 0.1994 eV
maximum force = 0.0776 hartree/bohr
HOMO-LUMO gap (spin up / spin down) = 8.46 / 8.13 eV
2S+1 = 2
LUMO (spin up / spin down) = -0.1692 / -0.2036 hartree
calculated total energy = -77427.06535 eV
charge = +2

***

[3]
DFT (ωB97M-V with the def2-TZVPD basis set) results for a single C4H14N2Si molecule in a non-equilibrium geometry.

Structure (XYZ):
```
21
Properties=species:S:1:pos:R:3:forces:R:3:mulliken_charge:R:1
H 1.1633 0.0857 2.1504 -1.2 -0.5 -0.3 0.2397
H -0.6533 0.1666 2.4009 0.3 0.2 0.2 0.3843
H -1.5443 2.1244 -0.2431 0.6 0.2 0.2 0.2565
C 1.9700 0.8976 -0.5976 -1.0 -1.7 1.6 -1.0554
H 0.3094 -0.2459 -2.9870 -0.3 0.1 1.3 0.3053
H 2.3055 1.3280 -1.5041 0.6 -0.2 -1.2 0.4092
H 2.1501 1.6709 0.1234 0.2 0.3 0.7 0.2933
H -1.0917 -0.8496 -2.1413 -0.7 -0.1 -0.3 0.2723
C -0.4840 0.0357 -2.2300 0.8 -0.2 -1.7 -1.0958
C 0.1668 -0.4321 1.9598 0.9 0.7 2.5 -1.1537
C -1.0202 -1.7790 0.5207 1.2 0.4 2.6 -1.1278
Si 0.1020 0.5253 -0.5560 2.2 1.7 -0.1 0.2745
H -1.9562 -1.5993 0.9944 -1.1 0.5 0.7 0.3554
H -0.9536 0.8276 -2.8248 -0.6 -0.1 0.6 0.3732
N -0.5626 2.0310 0.0693 -1.6 -0.4 0.6 -0.6517
H 0.1336 -1.3663 2.6011 0.4 0.7 -0.8 0.3499
H -1.2432 -2.1296 -0.4087 0.0 -1.1 -2.7 0.3816
H 2.4333 -0.0678 -0.2163 0.1 1.3 -1.0 0.2501
H -0.4727 -2.4470 1.1694 -0.6 -1.6 -0.3 0.3384
H -0.6532 1.9114 1.1084 0.2 0.4 -1.2 0.2747
N -0.0990 -0.6875 0.6112 -0.2 -0.6 -1.5 0.3263
```
Forces are in eV/Å.

Output
energy relative to the best compared isomer or geometry (same formula, charge and spin) = 0.1461 eV
maximum force = 0.0568 hartree/bohr
HOMO-LUMO gap = 9.23 eV
LUMO = 0.0297 hartree
calculated total energy = -15233.64449 eV
charge = 0

***

Repeat the third record exactly.
DFT (ωB97M-V with the def2-TZVPD basis set) results for a single C4H14N2Si molecule in a non-equilibrium geometry.

Structure (XYZ):
```
21
Properties=species:S:1:pos:R:3:forces:R:3:mulliken_charge:R:1
H 1.1633 0.0857 2.1504 -1.2 -0.5 -0.3 0.2397
H -0.6533 0.1666 2.4009 0.3 0.2 0.2 0.3843
H -1.5443 2.1244 -0.2431 0.6 0.2 0.2 0.2565
C 1.9700 0.8976 -0.5976 -1.0 -1.7 1.6 -1.0554
H 0.3094 -0.2459 -2.9870 -0.3 0.1 1.3 0.3053
H 2.3055 1.3280 -1.5041 0.6 -0.2 -1.2 0.4092
H 2.1501 1.6709 0.1234 0.2 0.3 0.7 0.2933
H -1.0917 -0.8496 -2.1413 -0.7 -0.1 -0.3 0.2723
C -0.4840 0.0357 -2.2300 0.8 -0.2 -1.7 -1.0958
C 0.1668 -0.4321 1.9598 0.9 0.7 2.5 -1.1537
C -1.0202 -1.7790 0.5207 1.2 0.4 2.6 -1.1278
Si 0.1020 0.5253 -0.5560 2.2 1.7 -0.1 0.2745
H -1.9562 -1.5993 0.9944 -1.1 0.5 0.7 0.3554
H -0.9536 0.8276 -2.8248 -0.6 -0.1 0.6 0.3732
N -0.5626 2.0310 0.0693 -1.6 -0.4 0.6 -0.6517
H 0.1336 -1.3663 2.6011 0.4 0.7 -0.8 0.3499
H -1.2432 -2.1296 -0.4087 0.0 -1.1 -2.7 0.3816
H 2.4333 -0.0678 -0.2163 0.1 1.3 -1.0 0.2501
H -0.4727 -2.4470 1.1694 -0.6 -1.6 -0.3 0.3384
H -0.6532 1.9114 1.1084 0.2 0.4 -1.2 0.2747
N -0.0990 -0.6875 0.6112 -0.2 -0.6 -1.5 0.3263
```
Forces are in eV/Å.

Output
energy relative to the best compared isomer or geometry (same formula, charge and spin) = 0.1461 eV
maximum force = 0.0568 hartree/bohr
HOMO-LUMO gap = 9.23 eV
LUMO = 0.0297 hartree
calculated total energy = -15233.64449 eV
charge = 0

***

Question: Which of these has the lowest calculated total energy?
Answer: C35H48IrN7OPSi2

***

Question: Number 2 is which compound?
Answer: C35H48IrN7OPSi2